[1]
ORCA calculation (ωB97M-V/def2-TZVPD) on a structure of composition C6H15N3 at a distorted geometry.

Atoms and positions in Å:
C 0.5469 -1.2186 -0.4040
C 1.9113 -0.7240 -0.7602
C 0.0610 0.7411 1.5930
C 0.3864 -2.2138 0.6962
N -0.4510 -1.0837 -1.2455
H -1.4913 -0.7984 -0.7463
H -0.3049 -0.3879 -1.9714
H 0.9648 -1.9339 1.5752
H 1.8523 0.2448 -1.2604
H 2.3879 -1.4323 -1.4445
H 2.5367 -0.6176 0.1248
H 0.0734 1.7878 1.8823
H -0.4137 0.1052 2.3339
H 1.1024 0.4613 1.4181
H 0.7501 -3.1884 0.3503
H -0.6620 -2.3181 0.9746
C -1.2627 1.9220 -0.5691
C -0.0756 2.4122 -0.9358
N -1.5541 1.0728 0.5015
N -2.3238 0.0543 0.1679
H -2.7064 -0.3289 1.0355
H -2.1416 2.1271 -1.1742
H 0.8267 2.2157 -0.3775
H -0.0126 3.1013 -1.7643

Output
Lowest unoccupied orbital energy, eV: 0.334
ΔE to the lowest compared entry with this formula, charge and spin, eV: 5.6700
Gap between HOMO and LUMO, eV: 6.90
E_HOMO, Eh: -0.2413
Spin multiplicity: 1

How positive or negative is each atom? The Mulliken charges in e answer that: C 0.883; C -1.281; C -1.270; C -1.246; N -0.515; H 0.341; H 0.363; H 0.323; H 0.336; H 0.376; H 0.328; H 0.480; H 0.269; H 0.348; H 0.386; H 0.337; C 0.075; C -0.856; N 0.133; N -0.863; H 0.212; H 0.339; H 0.249; H 0.255

---

[2]
ORCA calculation (ωB97M-V/def2-TZVPD) on a cluster of 6 separate species, C30H77N5O11 in total at a distorted geometry.

Atoms and positions in Å:
C -10.4588 -18.0564 -6.3071
O -9.2678 -17.6402 -5.6862
C -9.4993 -17.1828 -4.3742
C -8.2455 -16.5000 -3.8559
N -8.3367 -16.2224 -2.4455
C -7.1223 -15.6129 -1.9018
C -5.9621 -16.5970 -1.7948
O -6.0889 -17.4133 -0.6579
C -5.3887 -18.6343 -0.7726
H -10.1840 -18.6599 -7.1712
H -11.0670 -17.2250 -6.6746
H -11.0512 -18.6834 -5.6361
H -9.8848 -17.9613 -3.7055
H -10.3105 -16.4329 -4.3863
H -7.9743 -15.6512 -4.4992
H -7.4730 -17.2593 -4.0243
H -9.1386 -15.6302 -2.2741
H -7.2348 -15.1474 -0.9240
H -6.8600 -14.7982 -2.5926
H -5.0353 -16.0112 -1.7000
H -5.8796 -17.1843 -2.7153
H -5.7702 -19.2132 -1.6176
H -5.5453 -19.1842 0.1546
H -4.3145 -18.4242 -0.8486
C -13.1541 -12.7366 -2.3934
O -12.3585 -13.6480 -1.6593
C -12.3644 -13.4443 -0.2542
C -11.5342 -14.5487 0.4018
N -12.1893 -15.8515 0.4488
C -12.3088 -16.4736 -0.8773
C -12.6886 -17.9354 -0.7506
O -11.7577 -18.6222 0.0621
C -12.2458 -19.8567 0.4909
H -13.4578 -13.2178 -3.3229
H -12.6478 -11.7847 -2.5606
H -14.0992 -12.5611 -1.8646
H -13.4213 -13.4804 0.0437
H -11.9901 -12.4507 0.0219
H -11.3195 -14.2302 1.4237
H -10.5616 -14.5981 -0.1067
H -11.6125 -16.4873 0.9934
H -11.3797 -16.4429 -1.4656
H -13.0625 -15.8888 -1.4008
H -12.7500 -18.3983 -1.7425
H -13.6840 -18.0112 -0.2913
H -12.9663 -19.8094 1.3121
H -11.3904 -20.4818 0.7498
H -12.7455 -20.4641 -0.2791
C -13.2728 -1.9539 -2.8580
O -13.3960 -3.2578 -2.3572
C -12.9533 -3.3076 -1.0151
C -12.9814 -4.7438 -0.5295
N -11.9346 -5.5133 -1.2028
C -12.0033 -6.9280 -0.8345
C -11.0363 -7.7315 -1.6881
O -10.8654 -9.0121 -1.1313
C -10.3299 -9.9478 -2.0647
H -12.2565 -1.5406 -2.8133
H -14.0301 -1.3247 -2.3869
H -13.4089 -1.8894 -3.9434
H -13.6071 -2.7145 -0.3683
H -11.9151 -2.9724 -0.9467
H -13.9944 -5.1396 -0.7109
H -12.8963 -4.7914 0.5572
H -12.1727 -5.4405 -2.1883
H -13.0340 -7.2602 -1.0355
H -11.8127 -7.1747 0.2105
H -10.0900 -7.1774 -1.7317
H -11.4019 -7.8085 -2.7192
H -11.0029 -9.9616 -2.9319
H -10.3557 -10.8837 -1.5184
H -9.3969 -9.6170 -2.5333
C -4.9998 -12.5396 5.7426
O -3.9946 -13.5058 5.5306
C -4.1099 -14.2900 4.3507
C -3.9154 -13.5161 3.0656
N -5.1426 -12.9770 2.4845
C -6.0760 -14.0140 2.0495
C -7.2809 -13.4533 1.3549
O -6.9491 -12.8567 0.1309
C -8.0245 -12.2244 -0.5139
H -5.9848 -12.8177 5.3539
H -4.7479 -11.5783 5.2827
H -5.0566 -12.4280 6.8264
H -5.0123 -14.9047 4.4138
H -3.2917 -15.0044 4.4644
H -3.4462 -14.2013 2.3405
H -3.2125 -12.7062 3.2599
H -4.9462 -12.3788 1.6928
H -6.4117 -14.5660 2.9281
H -5.5690 -14.7725 1.4317
H -7.8132 -12.7572 2.0162
H -7.9999 -14.2674 1.1844
H -8.3756 -11.3875 0.1010
H -8.8710 -12.9090 -0.6496
H -7.7670 -11.9235 -1.5254
C -13.7383 -12.6433 -8.0291
O -12.8587 -13.2388 -7.1135
C -11.6631 -13.7576 -7.6766
C -10.7689 -14.0693 -6.4911
N -10.5491 -12.9311 -5.5973
C -9.6885 -11.8547 -6.0935
C -10.4618 -10.5889 -6.4647
O -11.2803 -10.2908 -5.3679
C -11.9831 -9.0881 -5.3452
H -14.6123 -12.3005 -7.4785
H -14.1280 -13.3813 -8.7405
H -13.2958 -11.8204 -8.5960
H -11.2007 -12.9435 -8.2511
H -11.8497 -14.6220 -8.3188
H -9.7698 -14.4296 -6.7588
H -11.1573 -14.9074 -5.9051
H -11.4683 -12.5682 -5.3605
H -9.1249 -12.1624 -6.9773
H -9.0030 -11.6571 -5.2648
H -11.0353 -10.7622 -7.3835
H -9.7320 -9.7797 -6.6022
H -12.5250 -8.9346 -4.4166
H -12.7052 -8.9908 -6.1682
H -11.3069 -8.2348 -5.4988
O -9.8826 -13.5978 -2.8706
H -10.8087 -13.5515 -2.5395
H -9.9538 -13.3985 -3.8311

Output
Lowest unoccupied orbital energy, eV: 0.499
ΔE to the lowest compared entry with this formula, charge and spin, eV: 0.0000
Gap between HOMO and LUMO, eV: 8.62
E_HOMO, Eh: -0.2985
Spin multiplicity: 1

Atomic partial charges in e from the Mulliken method, atoms 1 to 99: C -0.557; O -0.405; C -0.158; C -0.430; N 0.048; C 0.431; C -0.768; O -0.303; C -0.829; H 0.284; H 0.126; H 0.312; H 0.413; H 0.035; H 0.127; H 0.277; H -0.257; H -0.484; H 0.328; H 0.406; H 0.504; H 0.321; H 0.227; H 0.328; C -0.606; O -0.310; C -0.996; C -0.314; N -0.472; C 0.142; C -0.808; O -0.265; C -0.867; H 0.221; H 0.002; H 0.380; H 0.523; H 0.419; H 0.494; H -0.012; H 0.333; H -0.064; H 0.178; H 0.376; H 0.442; H 0.325; H 0.251; H 0.326; C -0.750; O -0.306; C -0.577; C -0.692; N -0.296; C -0.695; C -0.072; O -0.298; C 0.678; H 0.309; H 0.291; H 0.262; H 0.427; H 0.334; H 0.345; H 0.436; H 0.232; H 0.308; H 0.349; H 0.252; H -0.109; H -0.553; H -0.205; H 0.312; C -0.635; O -0.419; C -0.413; C -0.671; N -0.208; C -0.827; C -0.367; O -0.467; C -0.666; H 0.251; H 0.243; H 0.268; H 0.311; H 0.328; H 0.438; H 0.424; H 0.215; H 0.201; H 0.286; H 0.651; H 0.155; H 0.532; H -0.004; H 0.315; C -0.861; O -0.238; C -0.652

---

[3]
ORCA calculation (ωB97M-V/def2-TZVPD) on a cluster of 19 separate species, C35H106N2O19 in total at a distorted geometry.

Atoms and positions in Å:
C -4.6992 4.2474 3.4127
O -4.1257 2.9810 3.5663
H -5.7466 4.2733 3.1120
H -4.6935 4.6380 4.4303
H -4.1538 4.9611 2.7953
H -4.7440 2.2575 3.4399
C 2.8045 1.1200 5.4890
O 2.2397 2.1658 6.2307
H 2.5545 1.1466 4.4284
H 3.8916 1.0414 5.4956
H 2.3563 0.1837 5.8214
H 2.7195 2.9818 6.0705
C -1.8711 -3.8921 2.1468
O -0.6755 -4.1847 1.4076
H -1.8811 -4.2308 3.1828
H -1.9223 -2.8040 2.1844
H -2.6857 -4.3143 1.5584
H -0.4217 -5.0700 1.6786
C 5.1974 -4.3607 -2.2491
O 5.4469 -4.8590 -0.9297
H 4.1637 -4.0398 -2.3778
H 5.7031 -3.4015 -2.3605
H 5.5220 -4.9733 -3.0901
H 4.7741 -5.5123 -0.7245
C -0.9429 0.7158 7.0488
O -0.1689 1.8302 7.3176
H -1.5877 0.9023 6.1900
H -0.2927 -0.1269 6.8135
H -1.4812 0.4920 7.9698
H 0.6793 1.6886 6.8908
C 4.1819 -0.9662 1.5403
O 3.3810 -0.2306 0.6581
H 5.2270 -0.6570 1.5612
H 3.7940 -0.7614 2.5381
H 4.2418 -2.0324 1.3215
H 2.5427 -0.6959 0.7060
C -0.3500 -0.3075 1.0000
O 0.7870 -1.1153 1.0398
H -0.8044 -0.2372 0.0118
H -1.1127 -0.6621 1.6933
H -0.1560 0.7372 1.2433
H 0.7044 -1.8349 0.4098
C -0.1754 -3.5369 -4.8467
O 0.7103 -2.5183 -4.4359
H -1.1776 -3.1665 -4.6311
H -0.1389 -3.8203 -5.8986
H 0.0535 -4.4132 -4.2403
H 0.6252 -2.2269 -3.5251
C -2.2535 5.3120 0.3669
O -0.9493 4.9637 0.8483
H -2.9179 4.4763 0.5865
H -2.7259 6.0903 0.9663
H -2.2174 5.6443 -0.6706
H -1.0606 4.4535 1.6538
C -4.0193 -0.4913 5.5508
O -3.2973 -1.1735 6.5835
H -3.3777 -0.2360 4.7074
H -4.7720 -1.1113 5.0639
H -4.4013 0.4822 5.8582
H -3.5708 -0.8694 7.4520
C 1.6509 -3.6123 -0.7518
O 0.3939 -2.9561 -0.9061
H 1.8790 -3.6965 0.3108
H 1.7072 -4.6083 -1.1911
H 2.4381 -3.0074 -1.2017
H -0.2565 -3.3837 -0.3442
C -0.0214 -2.0419 4.7113
O -1.2509 -2.6508 5.0495
H -0.2988 -1.0465 4.3644
H 0.6492 -1.8620 5.5516
H 0.5804 -2.4901 3.9208
H -1.6977 -2.0416 5.6419
C 0.1663 3.3589 -2.2295
O -0.8448 3.2368 -1.2635
H 0.0092 4.2907 -2.7727
H 1.1553 3.3697 -1.7715
H 0.1419 2.5740 -2.9854
H -0.7128 3.7938 -0.4929
C 2.3756 2.9914 1.2561
O 3.6337 2.5358 0.8282
H 1.6099 2.2351 1.0834
H 2.5516 3.1182 2.3243
H 2.1037 3.9451 0.8037
H 3.5593 1.5810 0.8955
C -4.9218 -1.9056 2.1607
O -6.2811 -1.6058 2.3536
H -4.9117 -2.4618 1.2233
H -4.3296 -0.9930 2.0921
H -4.5583 -2.4535 3.0300
H -6.6999 -2.2533 2.9253
C -0.8085 2.3920 3.5279
O -1.4447 3.5799 3.0992
H -1.1904 1.5532 2.9458
H 0.2792 2.3963 3.4576
H -0.9828 2.2161 4.5894
H -2.3759 3.4245 3.2731
C 2.7427 -4.6533 2.9290
O 2.8783 -5.9194 2.3325
H 2.9364 -4.7082 4.0002
H 3.5757 -4.0489 2.5699
H 1.8010 -4.1715 2.6659
H 1.9801 -6.2513 2.4001
C -1.4104 0.2095 -3.7615
C -2.8482 0.0048 -3.3691
C -2.9031 -1.4140 -2.7128
C -4.1991 -1.6800 -1.8954
C -4.2535 -0.6337 -0.8307
C -4.3505 0.8641 -1.3859
N -3.3082 1.0398 -2.4282
O -3.2211 2.3604 -2.8370
C -5.7981 1.1031 -1.8841
C -4.1200 1.8812 -0.1565
C -3.6034 -0.0219 -4.6596
H -0.9522 -0.6566 -4.2391
H -0.8271 0.2283 -2.8409
H -1.1775 1.1437 -4.2725
H -2.9495 -2.2425 -3.4196
H -2.0187 -1.7735 -2.1868
H -4.1380 -2.7067 -1.5344
H -5.1486 -1.6770 -2.4307
H -3.4325 -0.6676 -0.1145
H -5.2109 -0.7905 -0.3338
H -6.5323 1.4604 -1.1620
H -5.7233 1.7807 -2.7346
H -6.2134 0.2165 -2.3632
H -4.7823 1.7394 0.6975
H -3.0807 1.8394 0.1693
H -4.3033 2.8972 -0.5063
H -3.4946 -0.8903 -5.3093
H -3.3013 0.8402 -5.2543
H -4.6687 0.1490 -4.5043
H -2.4786 2.6420 -2.2974
C 6.1975 -0.4858 -3.5994
C 4.8256 0.1243 -3.5639
C 4.9228 1.2601 -2.4860
C 3.7581 2.2374 -2.5734
C 3.5435 2.8461 -3.9927
C 3.3829 1.7422 -5.0760
N 4.4620 0.7137 -4.8870
O 4.5413 -0.1975 -5.9130
C 1.9782 1.1955 -4.9619
C 3.3486 2.4279 -6.4848
C 3.7619 -0.8507 -3.1132
H 6.9031 0.2755 -3.9319
H 6.3692 -1.3882 -4.1863
H 6.4189 -0.8379 -2.5919
H 4.9626 0.7383 -1.5298
H 5.8440 1.8318 -2.5979
H 3.7877 3.0804 -1.8830
H 2.8792 1.8128 -2.0882
H 4.4973 3.3198 -4.2250
H 2.7973 3.6363 -4.0757
H 1.2235 1.9531 -5.1732
H 1.9175 0.3601 -5.6595
H 1.7159 0.6360 -4.0640
H 4.3378 2.8641 -6.6239
H 3.2469 1.6714 -7.2629
H 2.6480 3.2522 -6.6181
H 2.9360 -0.4562 -2.5212
H 4.2264 -1.6365 -2.5176
H 3.3279 -1.3823 -3.9600
H 3.7467 -0.7109 -5.7493

Output
Lowest unoccupied orbital energy, eV: -0.117
ΔE to the lowest compared entry with this formula, charge and spin, eV: 1.9850
Gap between HOMO and LUMO, eV: 7.67
E_HOMO, Eh: -0.2860
Spin multiplicity: 1

Atomic partial charges in e from the Mulliken method, atoms 1 to 99: C -0.700; O -0.452; H 0.350; H 0.313; H 0.165; H 0.233; C -0.412; O -0.584; H 0.064; H 0.405; H 0.227; H 0.296; C -0.473; O -0.358; H 0.413; H -0.174; H 0.430; H 0.196; C -0.034; O -0.511; H 0.021; H -0.021; H 0.337; H 0.298; C -0.072; O -0.572; H 0.032; H 0.066; H 0.239; H 0.401; C -0.559; O 0.422; H 0.335; H 0.143; H 0.132; H -0.029; C 0.746; O -0.327; H 0.033; H -0.311; H -0.563; H 0.031; C -0.418; O -0.298; H 0.034; H 0.242; H 0.246; H 0.170; C -0.232; O -0.719; H -0.312; H 0.318; H 0.355; H 0.626; C -0.416; O -0.575; H -0.083; H 0.322; H 0.443; H 0.306; C 0.018; O -0.382; H -0.069; H 0.510; H -0.400; H 0.226; C 0.000; O -0.522; H -0.061; H 0.468; H -0.162; H 0.269; C -0.301; O -0.212; H 0.429; H 0.159; H -0.213; H 0.333; C -0.175; O -0.555; H -0.314; H 0.366; H 0.360; H 0.328; C -0.640; O -0.582; H 0.468; H -0.047; H 0.534; H 0.317; C -0.223; O -0.584; H -0.066; H 0.096; H 0.403; H 0.332; C -0.158; O -0.529; H 0.361